ORCA calculation (ωB97M-V with the def2-TZVPD basis set) on N2O3S in the gas phase.

Output
Energy ... -19956.26781 eV
Frontier orbital gap ... 10.4757 eV
Relative energy (zero: lowest compared OMol25 entry of this formula, charge and spin) ... 24.25 kcal/mol
HOMO ... -11.8 eV

Positions of all 6 atoms, in Å:
1 N 1.69 0.97 0.93
2 N 0.83 0.29 0.82
3 O -0.70 1.11 -0.80
4 O -1.52 -0.84 0.56
5 O 0.27 -1.21 -1.15
6 S -0.58 -0.32 -0.36